1.
17
Properties=species:S:1:pos:R:3:nbo_charge:R:1 method="wB97M-V/def2-TZVPD" total_energy_ev=-9337.7421 spin_multiplicity=1 de_lowest_kcal_mol=28.7 e_homo_ev=-9.37 smiles="CCNC(=O)CN" homo_lumo_gap_ev=10.23 molar_mass_da=102.14
O 0.729 1.138 -2.084 -0.6389
N 2.412 -0.938 -0.937 -0.8072
N -0.754 0.665 -0.502 -0.6125
C -1.194 0.664 1.899 -0.6471
C 0.955 -1.052 -1.089 -0.3199
C -1.451 -0.032 0.578 -0.2229
C 0.328 0.311 -1.274 0.6530
H -1.939 0.605 2.697 0.2199
H 2.576 -0.447 -0.068 0.3475
H -0.283 0.334 2.432 0.2102
H 0.589 -1.555 -0.196 0.1900
H 0.725 -1.714 -1.923 0.2198
H -2.503 0.080 0.308 0.2032
H -1.070 -1.043 0.628 0.2111
H -0.933 1.732 1.925 0.2223
H -0.977 1.620 -0.716 0.4005
H 2.792 -0.368 -1.679 0.3711



2.
17
Properties=species:S:1:pos:R:3:nbo_charge:R:1 method="wB97M-V/def2-TZVPD" total_energy_ev=-9333.1315 spin_multiplicity=1 de_lowest_kcal_mol=135.0 e_homo_ev=-8.77 homo_lumo_gap_ev=8.21 molar_mass_da=102.14
O 2.043 1.054 -0.241 -0.5979
N -0.678 -0.438 0.755 -0.3980
N 0.841 -0.246 -2.005 -0.5875
C 1.394 -0.041 -0.656 0.3417
C -1.650 0.043 -0.296 -0.4391
C -0.333 0.720 1.674 -0.4342
C 0.560 -1.075 0.202 -0.2899
H -2.060 -0.801 -0.925 0.2118
H -1.177 0.868 -0.901 0.1817
H 1.006 -1.551 1.072 0.2216
H 0.124 -1.823 -0.481 0.2264
H 1.197 0.514 -2.597 0.3603
H 0.244 1.489 0.980 0.1993
H 1.943 -0.667 -1.463 0.3861
H -2.535 0.355 0.348 0.2128
H 0.239 0.337 2.554 0.2082
H -1.157 1.262 1.982 0.1968



Result set for maximum force: 2.68, 6.97 eV Å⁻¹, one per record in the order listed.